# 1
This record from the Open Molecules 2025 dataset describes a cluster of 4 separate species, C4H15N2O4S in total in a non-equilibrium geometry. The level of theory is ωB97M-V/def2-TZVPD.

Each line ends with the Mulliken charge.
Atoms and positions in Å:
O (-0.38, -2.84, -1.91)  -0.57
C (-0.32, -1.65, -2.15)  -0.22
C (0.07, -0.57, -1.11)  0.17
C (-1.24, -0.25, -0.48)  -0.77
S (-2.08, 1.15, -1.38)  -0.52
N (1.35, -1.13, -0.56)  -0.34
C (2.23, -0.10, 0.06)  -0.64
N (1.66, 0.68, 1.14)  -0.57
H (-0.67, -1.42, -3.19)  0.39
H (0.48, 0.33, -1.75)  0.43
H (-0.95, 0.06, 0.49)  0.16
H (-1.95, -1.19, -0.58)  0.27
H (1.11, -1.77, 0.17)  0.32
H (2.70, 0.75, -0.60)  0.30
H (3.07, -0.87, 0.44)  0.31
H (1.30, 0.07, 1.80)  0.30
H (1.02, 1.41, 0.88)  0.29
H (-0.87, -1.87, 1.04)  0.29
H (-0.96, -2.88, -0.23)  0.36
O (-1.17, -2.70, 0.76)  -0.72
H (0.27, 3.56, -0.22)  0.33
H (-1.10, 2.75, 0.16)  0.16
O (-0.28, 3.19, 0.59)  -0.75
H (-0.44, 1.60, 2.53)  0.30
H (-1.47, 2.06, 1.60)  0.36
O (-1.38, 1.60, 2.48)  -0.65

Largest force on an atom in eV/A: 5.884
Energy in hartree: -970.0311
2S+1: 1
LUMO level in eV: 3.3
Energy above the lowest of the compared OMol25 structures with the same formula, charge and spin in kcal per mole: 76.4
Charge: -1

=====

# 2
This record from the Open Molecules 2025 dataset describes a cluster of 2 separate species, C4H15N3O in total in a non-equilibrium geometry. The level of theory is ωB97M-V/def2-TZVPD.

Each line ends with the Mulliken charge.
Atoms and positions in Å:
C (-0.82, 1.22, 0.83)  -0.78
N (-1.35, 0.09, 1.61)  -0.31
C (-0.47, -0.99, 2.02)  -0.55
N (-0.18, -1.91, 0.93)  -0.52
C (-0.82, 0.98, -0.68)  -0.62
N (0.36, 0.25, -1.19)  -0.10
C (0.46, 0.35, -2.64)  -0.94
H (0.18, 1.52, 1.18)  0.22
H (-1.43, 2.09, 1.14)  0.32
H (-2.10, -0.30, 1.04)  0.25
H (0.48, -0.63, 2.42)  0.29
H (-0.81, -1.41, 2.98)  0.34
H (0.48, -2.68, 1.02)  0.21
H (-1.01, -2.49, 0.78)  0.21
H (-1.70, 0.44, -1.05)  0.33
H (-0.72, 1.97, -1.21)  0.48
H (0.46, -0.67, -0.78)  0.30
H (0.15, -0.62, -3.15)  0.28
H (-0.23, 1.09, -3.02)  0.38
H (1.48, 0.40, -2.96)  0.28
H (2.24, 0.55, -0.49)  0.34
H (2.47, 0.53, 1.01)  0.28
O (2.86, 0.20, 0.19)  -0.70

Largest force on an atom in eV/A: 2.822
Energy in hartree: -400.8591
2S+1: 1
LUMO level in eV: 0.9
Energy above the lowest of the compared OMol25 structures with the same formula, charge and spin in kcal per mole: 37.1
SMILES: CNCCNCN.O

=====

# 3
This record from the Open Molecules 2025 dataset describes a cluster of 2 separate species, C4H15N3O in total in a non-equilibrium geometry. The level of theory is ωB97M-V/def2-TZVPD.

Each line ends with the Mulliken charge.
Atoms and positions in Å:
C (-1.42, -0.64, 0.06)  -0.50
N (-0.32, -0.37, 0.97)  -0.12
C (0.81, -1.25, 0.86)  -0.48
C (1.98, -0.69, 1.63)  -0.76
N (2.54, 0.42, 0.90)  -0.41
C (-2.34, 0.58, -0.06)  -0.62
N (-2.47, 0.96, -1.44)  -0.46
H (-1.94, -1.53, 0.41)  0.34
H (-0.99, -0.88, -0.92)  0.46
H (-0.01, 0.62, 0.94)  0.41
H (1.10, -1.52, -0.18)  0.37
H (0.49, -2.25, 1.20)  0.43
H (1.59, -0.24, 2.54)  0.35
H (2.70, -1.46, 1.95)  0.38
H (2.87, 1.23, 1.38)  0.20
H (3.08, 0.26, 0.06)  0.19
H (-2.02, 1.42, 0.54)  0.43
H (-3.34, 0.33, 0.27)  0.30
H (-2.82, 0.23, -2.04)  0.26
H (-1.70, 1.48, -1.82)  0.24
H (1.50, 0.77, -2.85)  0.31
H (0.90, 0.65, -1.36)  0.31
O (0.72, 0.69, -2.30)  -0.64

Largest force on an atom in eV/A: 2.546
<S²>: 0.76
Energy in hartree: -400.5754
2S+1: 2
LUMO level (alpha / beta) in eV: -2.6 / -8.0
Energy above the lowest of the compared OMol25 structures with the same formula, charge and spin in kcal per mole: 13.0
Charge: +1

=====

# 4
This record from the Open Molecules 2025 dataset describes a cluster of 2 separate species, C4H15N4 in total. The level of theory is ωB97M-V/def2-TZVPD.

Each line ends with the Mulliken charge.
Atoms and positions in Å:
C (-2.27, 0.76, -0.52)  -0.88
N (0.75, 2.57, -1.49)  -0.34
C (-0.49, 2.25, -1.11)  0.28
N (-0.88, 1.05, -0.86)  -0.02
H (-2.65, -0.01, -1.19)  0.32
H (-2.88, 1.66, -0.64)  0.35
H (-2.34, 0.41, 0.50)  0.30
H (1.49, 1.90, -1.38)  0.21
H (1.02, 3.54, -1.45)  0.26
H (-1.20, 3.07, -1.06)  0.32
H (-0.17, 0.18, -0.94)  0.23
N (0.89, -1.75, 2.67)  -0.59
C (1.09, -1.05, 1.42)  -0.39
C (0.48, -1.85, 0.28)  -0.69
N (0.66, -1.14, -1.01)  -0.66
H (-0.08, -1.71, 2.94)  0.22
H (1.41, -1.30, 3.42)  0.25
H (2.16, -0.97, 1.25)  0.38
H (0.69, -0.03, 1.40)  0.27
H (0.92, -2.85, 0.24)  0.35
H (-0.58, -1.99, 0.44)  0.33
H (1.65, -0.98, -1.16)  0.26
H (0.36, -1.74, -1.77)  0.24

Largest force on an atom in eV/A: 0.658
Energy in hartree: -380.2076
2S+1: 1
LUMO level in eV: -2.7
Energy above the lowest of the compared OMol25 structures with the same formula, charge and spin in kcal per mole: 18.6
Charge: +1

=====

# 5
This record from the Open Molecules 2025 dataset describes a cluster of 2 separate species, C4H15N4 in total in a non-equilibrium geometry. The level of theory is ωB97M-V/def2-TZVPD.

Each line ends with the Mulliken charge.
Atoms and positions in Å:
C (-1.63, 2.07, 0.87)  -1.10
N (1.03, 2.68, 1.32)  -0.42
C (0.62, 1.87, 0.29)  0.09
N (-0.60, 1.55, -0.03)  -0.44
H (-2.63, 1.70, 0.49)  0.32
H (-1.64, 3.17, 0.84)  0.36
H (-1.44, 1.71, 1.90)  0.33
H (2.01, 2.75, 1.44)  0.26
H (0.55, 2.63, 2.20)  0.23
H (1.46, 1.55, -0.39)  0.30
N (-0.25, -0.40, -1.78)  -0.27
C (0.61, -1.55, -1.24)  -0.55
C (-0.11, -2.24, -0.12)  -0.36
N (0.94, -3.11, 0.52)  -0.65
H (-1.14, -0.87, -2.04)  0.38
H (-0.48, 0.41, -0.98)  0.40
H (0.02, -0.05, -2.67)  0.33
H (0.77, -2.21, -2.09)  0.36
H (1.55, -1.09, -0.91)  0.25
H (-0.53, -1.53, 0.64)  0.28
H (-0.99, -2.78, -0.54)  0.38
H (1.47, -2.52, 1.13)  0.24
H (0.43, -3.75, 1.16)  0.27

Largest force on an atom in eV/A: 2.368
Energy in hartree: -380.1832
2S+1: 1
LUMO level in eV: -2.7
Energy above the lowest of the compared OMol25 structures with the same formula, charge and spin in kcal per mole: 33.9
Charge: +1

=====

# 6
This record from the Open Molecules 2025 dataset describes a cluster of 3 separate species, C4H15NO2 in total in a non-equilibrium geometry. The level of theory is ωB97M-V/def2-TZVPD.

Each line ends with the Mulliken charge.
Atoms and positions in Å:
C (0.72, 1.38, 0.06)  -0.47
N (0.03, 0.25, -0.53)  -0.17
C (0.98, -0.67, -1.18)  -0.31
C (0.24, -1.73, -2.01)  -1.31
C (-0.27, 2.46, 0.53)  -1.22
H (1.45, 1.86, -0.61)  0.31
H (1.27, 1.05, 0.94)  0.33
H (-0.66, 0.57, -1.20)  0.24
H (1.49, -1.21, -0.38)  0.29
H (1.64, -0.13, -1.86)  0.38
H (0.93, -2.49, -2.31)  0.38
H (-0.18, -1.28, -2.91)  0.34
H (-0.56, -2.18, -1.44)  0.32
H (-0.71, 2.99, -0.30)  0.34
H (-1.06, 1.94, 1.09)  0.26
H (0.25, 3.16, 1.18)  0.38
H (0.17, -0.73, 2.24)  0.30
H (-0.17, -0.64, 3.71)  0.31
O (0.31, -1.19, 3.07)  -0.64
H (-2.73, -0.95, 0.71)  0.29
H (-1.20, -0.93, 0.53)  0.34
O (-1.96, -1.53, 0.67)  -0.70

Largest force on an atom in eV/A: 1.300
Energy in hartree: -366.6220
2S+1: 1
LUMO level in eV: 0.8
Energy above the lowest of the compared OMol25 structures with the same formula, charge and spin in kcal per mole: 18.3
SMILES: CCNCC.O.O